# 1
Here is an isolated molecule of C20H23ClFN3O3 in a non-equilibrium geometry from the OMol25 dataset. Energies are from wB97M-V/def2-TZVPD.

Last column: Löwdin charge in e.
Positions of all 51 atoms, in Å:
Cl -5.528 0.324 -1.886  0.740
F -3.008 -3.367 0.447  0.057
O 1.028 3.200 -2.058  0.077
O -1.368 3.276 1.672  0.026
O -4.259 1.948 0.062  -0.065
N -0.078 3.239 1.263  0.114
N 2.255 -0.269 -0.603  -0.136
N 2.229 2.264 -0.392  -0.046
C -3.293 -2.053 0.371  -0.283
C -4.453 -0.265 -0.681  -0.580
C -3.022 0.168 1.198  0.002
C -3.646 2.937 0.855  -0.100
C 3.486 0.305 -1.105  -0.152
C 2.773 -2.695 -0.028  -0.141
C -1.409 2.796 -0.484  0.088
C -2.720 -1.182 1.275  -0.005
C -2.171 3.008 0.627  -0.243
C 0.536 -2.047 -0.832  -0.129
C 3.258 1.817 -1.309  -0.104
C 1.110 2.816 -0.904  -0.395
C -0.077 2.949 -0.014  -0.166
C 1.690 -3.330 0.840  -0.193
C 0.492 -3.390 -0.102  -0.187
C 2.344 1.640 0.903  -0.117
C 2.036 0.135 0.773  -0.146
C 2.032 -1.666 -0.921  -0.296
C -3.889 0.649 0.223  -0.292
C -4.162 -1.613 -0.612  -0.020
H 1.462 -2.691 1.694  0.104
H -3.845 2.782 1.924  0.144
H 0.990 -0.050 1.026  0.110
H -2.049 -1.553 2.033  0.122
H -4.123 3.873 0.543  0.148
H 2.902 2.029 -2.319  0.119
H 4.182 2.378 -1.134  0.127
H 1.678 2.125 1.613  0.097
H -0.448 -3.552 0.419  0.090
H 3.229 -3.458 -0.659  0.112
H 1.979 -4.312 1.213  0.106
H 2.665 -0.419 1.489  0.118
H 2.366 -1.781 -1.956  0.137
H -4.599 -2.309 -1.308  0.122
H 0.631 -4.205 -0.815  0.113
H 3.374 1.791 1.240  0.128
H 3.740 -0.154 -2.061  0.122
H 0.084 -2.105 -1.820  0.112
H 4.333 0.136 -0.417  0.121
H 3.567 -2.230 0.555  0.102
H -2.576 0.836 1.917  0.115
H -0.011 -1.290 -0.272  0.089
H -1.718 2.564 -1.480  0.134

Atomic forces in eV per Å
-0.143 -0.014 -0.196
-0.016 -0.008 -0.019
-0.343 -0.001 -0.065
-0.745 -0.032 -0.007
0.009 -0.067 -0.113
1.062 0.090 -0.107
0.017 0.189 -0.138
0.158 0.201 -0.027
-0.013 0.248 0.033
0.195 0.203 0.270
-0.159 0.191 -0.073
0.043 0.234 0.302
-0.011 0.070 0.112
-0.030 0.087 0.029
-0.326 0.191 0.656
-0.096 -0.263 -0.154
0.487 -0.157 -0.936
0.066 -0.146 -0.051
0.151 0.046 -0.329
0.517 0.127 0.048
-1.022 0.088 0.330
0.066 -0.147 -0.116
-0.067 0.088 0.097
-0.103 -0.209 0.316
-0.054 -0.004 -0.005
-0.005 -0.146 -0.120
-0.060 -0.311 -0.091
0.157 -0.037 0.174
-0.018 0.034 0.086
0.009 0.024 -0.114
0.008 -0.016 0.090
0.072 -0.067 0.076
0.078 -0.164 0.136
0.118 -0.047 0.143
-0.028 -0.017 -0.055
0.277 -0.161 -0.023
-0.086 -0.080 -0.029
0.051 -0.042 -0.003
-0.003 -0.002 0.119
-0.040 0.005 -0.006
-0.016 0.011 0.079
-0.055 -0.064 -0.078
-0.021 -0.093 -0.020
-0.076 0.014 0.012
0.021 -0.004 0.047
-0.051 0.096 -0.036
0.009 -0.042 -0.064
0.116 0.003 -0.022
0.050 0.096 0.061
-0.036 0.064 0.016
-0.117 -0.057 -0.235

Results
relative energy (zero: lowest compared OMol25 entry of this formula, charge and spin)	0.0	kJ/mol
HOMO	-0.3126	Ha
total energy	-46964.4696	eV
LUMO level	0.7	eV
HOMO-LUMO gap	9.2	eV



# 2
Here is an isolated molecule of C20H23ClN2O5S in a non-equilibrium geometry from the OMol25 dataset. Energies are from wB97M-V/def2-TZVPD.

Last column: Löwdin charge in e.
Positions of all 52 atoms, in Å:
Cl -3.937 0.741 3.342  0.768
S -2.849 2.802 1.234  0.642
O -1.631 -3.483 -1.534  0.090
O -2.125 3.453 0.179  -0.281
O 1.108 -2.230 -2.802  0.015
O 0.750 -0.040 -3.090  0.108
O -4.243 3.089 1.375  -0.296
N -1.334 -1.215 -1.562  0.154
N -2.099 3.033 2.719  -0.376
C -2.648 1.029 1.010  -0.281
C 3.747 -1.890 -2.075  -0.199
C -0.217 -2.532 -3.235  -0.038
C 1.544 -1.532 0.131  -0.028
C 1.261 -0.107 2.039  -0.089
C 1.981 0.886 1.396  -0.086
C 4.292 -2.005 -3.493  -0.086
C -1.958 -0.804 -0.386  -0.199
C 2.253 -0.533 -0.528  -0.182
C 2.745 -0.741 -1.951  -0.187
C 1.455 -0.946 -2.710  -0.461
C -3.176 0.141 1.934  -0.641
C -3.087 -1.225 1.700  -0.074
C 1.046 -1.317 1.403  -0.067
C -2.490 -1.695 0.546  0.006
C -0.662 3.053 2.599  -0.110
C -2.038 0.566 -0.137  0.019
C 2.464 0.678 0.116  -0.017
C -2.663 4.072 3.550  -0.106
C -1.158 -2.483 -2.020  -0.427
H -0.369 2.235 1.943  0.058
H -0.301 3.995 2.171  0.095
H -0.533 -1.823 -4.007  0.138
H 3.271 -2.827 -1.787  0.113
H 4.781 -1.081 -3.794  0.078
H -1.640 1.292 -0.830  0.126
H 3.196 0.189 -2.307  0.156
H -0.923 -0.462 -2.109  0.124
H 3.010 1.463 -0.385  0.116
H 4.568 -1.700 -1.379  0.124
H -3.742 4.046 3.418  0.075
H -2.440 -2.754 0.356  0.106
H 2.166 1.829 1.889  0.103
H -0.186 -3.549 -3.628  0.141
H -2.292 5.066 3.276  0.094
H 0.872 0.059 3.032  0.105
H 3.488 -2.213 -4.196  0.073
H 5.017 -2.812 -3.554  0.075
H -0.220 2.907 3.584  0.098
H 0.485 -2.097 1.896  0.109
H -3.498 -1.915 2.420  0.111
H -2.417 3.868 4.593  0.092
H 1.372 -2.482 -0.352  0.119

Atomic forces in eV per Å
-0.450 -0.377 0.654
0.186 -0.211 0.260
-0.109 -0.335 0.145
0.261 -0.123 -0.005
0.290 -0.315 0.024
0.066 -0.011 -0.118
-0.045 0.008 0.195
0.007 0.411 -0.192
-0.426 -0.092 -1.056
-0.036 0.523 0.116
0.020 0.138 -0.205
-0.460 -0.055 -0.162
0.064 -0.050 0.024
0.005 0.015 0.062
0.000 0.031 0.050
-0.021 -0.053 0.219
-0.311 0.053 0.472
0.119 0.128 0.112
-0.007 -0.246 0.199
0.056 0.526 -0.261
0.096 -0.218 -0.132
0.004 0.435 0.049
-0.021 -0.033 0.045
0.068 -0.089 -0.142
0.334 -0.012 -0.143
0.066 -0.093 -0.115
0.021 -0.039 -0.023
-0.369 0.157 0.032
0.374 0.240 -0.494
0.254 -0.009 0.060
0.061 -0.031 0.024
0.066 -0.133 0.082
0.031 0.012 0.114
0.063 0.078 -0.075
0.090 0.051 -0.147
-0.145 -0.077 -0.013
0.027 -0.306 0.004
0.053 0.085 -0.084
-0.067 -0.023 0.055
-0.025 0.126 0.202
-0.005 -0.002 0.012
0.006 0.103 0.046
-0.060 0.180 0.130
-0.002 0.000 0.033
-0.043 0.022 0.109
-0.048 -0.038 -0.144
0.065 -0.056 -0.096
0.007 -0.056 0.007
-0.054 -0.078 0.052
-0.051 -0.055 0.081
0.010 -0.009 -0.022
-0.016 -0.096 -0.038

Results
relative energy (zero: lowest compared OMol25 entry of this formula, charge and spin)	191.1	kJ/mol
HOMO	-0.3211	Ha
total energy	-57689.2063	eV
LUMO level	0.6	eV
HOMO-LUMO gap	9.3	eV



# 3
Here is an isolated molecule of C20H23ClN4O2 from the OMol25 dataset. Energies are from wB97M-V/def2-TZVPD.

Last column: Löwdin charge in e.
Positions of all 50 atoms, in Å:
Cl 3.362 -2.391 -1.945  0.715
O 0.108 -0.100 1.382  0.047
O -2.522 1.490 -1.785  0.070
N 1.337 -1.297 -0.133  0.131
N -1.404 1.825 0.151  0.087
N 2.248 1.392 -1.859  0.080
N -0.895 -1.000 -0.452  0.159
C 2.631 -1.116 0.339  -0.261
C 1.032 1.843 -1.615  -0.103
C 2.934 -0.484 1.542  -0.019
C 0.715 2.683 -0.549  -0.186
C 0.176 -0.738 0.344  -0.503
C -2.770 -0.616 1.116  -0.117
C -3.749 -2.393 -0.732  -0.185
C -3.159 -1.120 -1.322  -0.127
C -0.724 3.035 -0.275  -0.111
C 4.248 -0.326 1.941  -0.082
C 3.227 1.768 -1.052  -0.160
C 3.032 2.605 0.035  -0.058
C 3.693 -1.594 -0.437  -0.593
C -2.092 1.071 -0.729  -0.434
C 1.750 3.061 0.295  -0.020
C -4.715 -2.048 0.407  -0.192
C -4.289 -0.757 1.113  -0.180
C 5.005 -1.440 -0.037  -0.117
C 5.286 -0.799 1.158  -0.094
C -2.238 -0.417 -0.315  -0.338
H -2.322 -1.520 1.530  0.131
H -0.718 -1.431 -1.347  0.145
H -4.270 -2.955 -1.508  0.110
H 1.308 -1.768 -1.030  0.081
H -2.479 0.214 1.757  0.110
H -4.657 -0.757 2.139  0.112
H 4.206 1.373 -1.287  0.107
H 4.459 0.171 2.875  0.106
H 1.553 3.700 1.144  0.114
H -1.225 3.391 -1.178  0.127
H -4.740 -2.872 1.122  0.107
H -2.937 -3.022 -0.360  0.110
H 5.801 -1.818 -0.659  0.104
H 3.860 2.881 0.669  0.104
H 6.311 -0.675 1.471  0.102
H -0.957 1.339 0.926  0.101
H -3.959 -0.432 -1.598  0.126
H 2.126 -0.114 2.150  0.104
H -0.800 3.789 0.513  0.123
H -2.603 -1.335 -2.237  0.123
H 0.261 1.519 -2.303  0.120
H -4.721 0.111 0.610  0.117
H -5.726 -1.925 0.014  0.108

Atomic forces in eV per Å
0.013 -0.067 -0.115
0.045 0.046 0.330
-0.020 0.067 -0.366
0.000 -0.321 -0.382
-0.011 0.295 0.402
0.098 -0.312 -0.431
-0.170 -0.260 -0.424
0.206 0.032 0.135
-0.256 0.209 0.091
-0.086 0.011 0.146
0.187 0.113 0.085
0.131 -0.262 -0.086
-0.180 0.160 0.145
-0.036 0.063 -0.050
0.048 -0.153 0.061
-0.068 -0.022 -0.146
0.013 -0.058 -0.072
0.267 0.170 0.230
-0.036 0.025 -0.056
-0.028 0.063 0.105
-0.277 -0.216 0.264
-0.037 -0.042 -0.209
0.018 0.041 -0.003
0.088 -0.107 0.067
-0.008 0.034 0.048
0.090 0.017 -0.025
-0.015 0.159 0.006
0.050 0.008 0.023
0.030 0.079 0.044
0.078 -0.066 0.007
-0.122 0.155 0.210
0.053 -0.116 0.016
-0.035 0.105 -0.024
0.136 0.001 0.066
0.006 0.048 0.093
-0.031 0.063 0.089
0.047 0.041 0.180
-0.069 -0.007 0.023
0.013 -0.099 -0.016
0.022 -0.044 -0.079
0.096 0.003 0.051
0.100 0.003 0.027
-0.125 -0.035 -0.202
0.087 0.015 -0.059
-0.002 0.007 0.004
0.021 0.015 -0.142
-0.026 0.114 -0.065
-0.174 0.019 -0.035
-0.087 0.071 0.031
-0.044 -0.065 0.009

Results
relative energy (zero: lowest compared OMol25 entry of this formula, charge and spin)	0.0	kJ/mol
HOMO	-0.3133	Ha
total energy	-43693.3477	eV
LUMO level	0.6	eV
HOMO-LUMO gap	9.1	eV



# 4
Here is an isolated molecule of C20H23ClN6O2 in a non-equilibrium geometry from the OMol25 dataset. Energies are from wB97M-V/def2-TZVPD.

Last column: Löwdin charge in e.
Positions of all 52 atoms, in Å:
Cl 0.180 -5.948 2.979  0.707
O 3.732 2.322 -2.978  -0.049
O 2.046 2.953 -4.381  -0.050
N 0.441 -2.127 -0.445  0.057
N 0.411 0.890 -1.386  -0.042
N -2.244 -0.736 1.361  0.176
N 0.023 -3.138 0.202  0.062
N -1.026 -2.805 0.968  -0.049
N -1.357 1.054 0.074  0.177
C -1.293 -1.489 0.806  -0.225
C -3.241 1.450 1.507  -0.189
C -2.205 0.521 0.948  -0.362
C -4.221 1.878 0.417  -0.100
C 2.330 2.252 -3.177  -0.500
C 4.325 2.747 -4.183  -0.149
C -0.210 -3.220 5.843  -0.082
C 1.507 0.172 -2.000  -0.126
C -1.052 -2.281 5.269  -0.074
C -0.331 -1.053 -0.127  -0.124
C 1.644 2.907 -1.963  -0.050
C 0.159 -4.345 5.129  -0.108
C -1.167 -3.600 3.250  -0.220
C 3.222 3.600 -4.811  -0.149
C 0.275 2.295 -1.705  -0.128
C -1.526 -2.475 3.985  -0.034
C 1.847 0.799 -3.344  -0.050
C -0.403 0.313 -0.499  -0.211
C -1.678 -3.747 1.839  -0.095
C -0.314 -4.529 3.838  -0.603
H -1.341 -1.401 5.822  0.104
H -0.224 2.778 -0.862  0.117
H -4.949 2.579 0.818  0.067
H -2.175 -1.744 3.524  0.095
H -3.768 0.938 2.313  0.104
H -0.355 2.418 -2.594  0.138
H 0.163 -3.078 6.846  0.104
H -3.680 2.355 -0.397  0.064
H -4.750 1.013 0.023  0.075
H 3.234 3.608 -5.901  0.127
H 0.816 -5.082 5.564  0.102
H 5.233 3.298 -3.942  0.128
H 2.391 0.204 -1.350  0.142
H 4.567 1.886 -4.821  0.126
H -2.738 2.332 1.907  0.111
H 2.632 0.220 -3.830  0.132
H 1.224 -0.876 -2.121  0.107
H 0.972 0.809 -3.994  0.133
H 2.293 2.765 -1.099  0.133
H 1.543 3.976 -2.150  0.132
H -1.471 -4.745 1.449  0.090
H 3.256 4.629 -4.428  0.125
H -2.752 -3.542 1.810  0.137

Atomic forces in eV per Å
0.098 -0.202 -0.068
-0.125 0.082 0.266
-0.154 -0.261 0.013
0.515 0.068 -0.413
-0.138 -0.041 0.115
-0.316 -0.322 0.286
0.348 -1.053 0.026
-0.248 0.986 -0.330
0.227 0.238 -0.300
0.598 0.608 -0.778
-0.114 0.035 -0.094
-0.122 -0.223 0.332
0.082 0.020 0.146
-0.393 -0.246 0.328
-0.088 0.031 -0.467
0.011 -0.020 -0.021
0.353 -0.358 -0.301
-0.019 0.037 0.000
-1.005 -0.322 0.988
0.116 -0.192 -0.305
0.034 -0.045 -0.007
0.020 -0.167 -0.008
0.404 0.181 0.159
-0.036 0.570 0.048
-0.006 -0.048 0.109
0.138 0.325 0.101
-0.074 -0.045 0.020
-0.077 -0.301 0.305
-0.112 0.225 0.140
-0.030 0.079 0.049
0.068 0.006 -0.250
-0.092 0.055 -0.030
-0.063 0.043 -0.012
0.069 0.045 0.012
-0.058 0.049 0.098
0.038 0.000 0.087
-0.012 0.058 -0.090
-0.084 -0.059 -0.066
0.047 0.040 0.045
0.052 -0.076 0.013
-0.017 -0.026 -0.070
-0.038 -0.106 -0.023
0.024 0.097 0.034
0.011 -0.017 0.054
-0.009 0.014 -0.054
0.155 0.215 -0.003
-0.034 -0.051 -0.007
-0.023 0.013 0.061
0.053 0.008 0.011
-0.140 0.194 -0.008
0.030 -0.077 -0.082
0.136 -0.064 -0.060

Results
relative energy (zero: lowest compared OMol25 entry of this formula, charge and spin)	53.4	kJ/mol
HOMO	-0.3057	Ha
total energy	-46671.4317	eV
LUMO level	0.8	eV
HOMO-LUMO gap	9.1	eV